[1]
Computed, not measured: a structure of composition C23H47InNO2S, with the ωB97M-V functional and the def2-TZVPD basis.

Results
Spin multiplicity: 1
Calculated total energy: -46205.7689 eV
Gap between HOMO and LUMO: 7.41 eV
Charge: -1
HOMO: -5.14 eV

Geometry as XYZ:
```
75
Properties=species:S:1:pos:R:3:forces:R:3
C 4.23529 -1.99548 1.86065 0.332 -0.567 -1.063
C 3.08484 -2.57362 0.95296 0.038 0.748 1.875
C 1.87820 -2.91994 1.89137 -0.261 -1.008 -0.874
C 0.74829 -3.68551 1.09308 0.066 1.473 0.383
C 0.00670 -2.59210 0.20194 -0.571 -2.205 -0.297
C 0.23652 -2.87870 -1.32120 1.441 -0.056 -0.243
C 0.48864 -1.60158 -2.19573 -0.854 -0.160 0.431
C -0.24593 -0.31008 -1.67698 0.914 0.357 -0.948
C 0.82680 0.72049 -1.17743 -0.556 0.335 -0.554
C 0.24196 2.17530 -1.04445 -0.093 -0.123 0.383
C 0.69179 2.93445 0.25142 0.533 -0.238 -0.381
C 0.43802 2.15290 1.58301 -0.979 0.310 -0.594
C -1.02015 1.59232 1.70899 0.946 -1.363 0.921
C -0.94452 0.44038 2.80413 -0.280 1.078 -0.445
C -2.36434 -0.01746 3.29514 0.984 0.008 0.167
C -2.68675 -1.48489 2.85256 -1.060 -0.070 0.312
C -3.92805 -1.61348 1.88070 1.545 0.359 -0.317
C -3.69705 -0.62260 0.68316 -0.299 -0.223 -0.037
In -4.91622 -1.14578 -1.16027 -0.526 1.114 0.955
S -3.57488 -2.85367 -2.50641 -0.297 -2.658 1.361
C -2.92297 -2.17779 -4.08614 0.545 -0.707 -0.792
O -4.45366 -4.03426 -2.86454 1.209 1.891 -0.290
O -2.45152 -3.30000 -1.58535 -1.589 1.123 -1.825
H 3.86800 -1.26657 2.60768 0.156 -0.348 -0.451
H 4.97714 -1.51799 1.18067 -0.310 -0.066 0.684
H 4.76884 -2.82820 2.37553 -0.447 0.603 -0.154
H 3.46792 -3.45674 0.40764 -0.374 0.501 0.083
H 2.77235 -1.74942 0.27030 0.142 -0.852 0.116
H 1.50188 -1.94787 2.28490 0.020 -0.730 -0.114
H 2.16136 -3.55122 2.76164 0.313 0.448 -0.461
H 0.03796 -4.18961 1.78720 0.420 0.479 -0.340
H 1.18853 -4.49368 0.46885 -0.164 0.569 0.327
H -1.07957 -2.76200 0.39192 0.668 0.723 -0.197
H 0.32408 -1.58570 0.53318 -0.245 -0.457 -0.332
H -0.55480 -3.51842 -1.76986 0.574 0.783 0.703
H 1.17054 -3.49527 -1.39218 -0.480 0.472 0.008
H 0.12970 -1.80019 -3.22971 0.399 0.017 0.536
H 1.57909 -1.38121 -2.24053 -0.652 -0.170 -0.042
H -0.72797 0.16382 -2.56813 0.158 -0.195 0.693
H -1.05781 -0.51119 -0.95109 0.593 0.030 -0.299
H 1.34986 0.36865 -0.26180 -0.469 0.208 -0.395
H 1.61056 0.76489 -1.97290 -0.436 -0.132 0.608
H -0.87374 2.16135 -1.07396 0.733 -0.198 0.055
H 0.54181 2.73522 -1.96366 -0.132 -0.154 0.757
H 1.79013 3.11207 0.16525 -0.623 0.060 0.096
H 0.20095 3.93576 0.25319 0.246 -0.624 0.199
H 1.13109 1.28367 1.67135 -0.342 0.671 -0.125
H 0.61792 2.82191 2.45562 0.073 -0.418 -0.547
H -1.75900 2.34101 2.05782 0.434 -0.207 -0.440
H -1.36188 1.09438 0.77843 0.099 0.677 0.445
H -0.38489 -0.40684 2.34840 -0.336 0.470 0.404
H -0.30785 0.86800 3.61846 -0.541 -0.519 -0.300
H -2.38110 0.06399 4.40731 -0.066 -0.193 -0.680
H -3.09114 0.73978 2.92945 0.220 -0.739 0.116
H -1.83997 -1.95376 2.29894 -0.409 0.507 0.565
H -2.86050 -2.07562 3.78695 0.159 0.151 -0.735
H -4.88766 -1.45687 2.41381 0.452 -0.054 -0.412
H -3.87458 -2.64732 1.47000 -0.392 0.533 0.409
H -2.60382 -0.60894 0.44161 -0.831 -0.180 0.115
H -3.94778 0.43017 0.96804 0.074 -0.755 -0.228
H -6.53760 -1.80564 -0.71827 0.629 -0.004 -0.238
H -5.08535 0.36194 -2.11968 0.124 -0.354 -0.096
H -2.23301 -2.91623 -4.56488 -0.474 0.303 0.602
H -2.35847 -1.23223 -3.97278 -0.550 -0.409 0.255
H -3.78277 -2.07686 -4.78282 0.416 0.166 0.671
N 3.59812 5.74470 -2.58042 0.033 0.083 0.124
C 2.74043 5.68002 -1.51647 -0.047 -0.028 0.002
C 3.43999 6.02725 -0.38935 -0.153 -0.014 -0.035
C 4.76937 6.31770 -0.78996 0.114 0.030 -0.121
C 4.83603 6.13694 -2.14803 0.042 -0.015 -0.010
H 3.35637 5.53666 -3.53124 -0.010 -0.011 0.015
H 1.71098 5.39176 -1.65275 0.039 -0.028 0.052
H 3.04074 6.06872 0.61122 0.000 -0.023 -0.039
H 5.58489 6.62464 -0.15495 -0.021 -0.013 -0.026
H 5.65360 6.25176 -2.84051 -0.010 -0.012 0.047
```
Positions in Å, forces in eV/Å.

=====

[2]
Computed, not measured: a cluster of 2 separate species, C9H21N2Si in total, with the ωB97M-V functional and the def2-TZVPD basis.

Results
Spin multiplicity: 1
Calculated total energy: -20524.5658 eV
Gap between HOMO and LUMO: 8.59 eV
Energy relative to the best compared isomer or geometry (same formula, charge and spin): 107.4 kJ/mol
Charge: +1
HOMO: -11.35 eV

Geometry as XYZ:
```
33
Properties=species:S:1:pos:R:3:forces:R:3
C -0.97075 -0.63733 1.35545 -0.972 -0.618 -0.119
C -0.84375 -1.57172 -1.16880 -0.100 -0.017 0.169
C -0.66264 -2.57833 -0.04119 -0.161 -0.092 -0.586
C -1.99220 -0.63079 -0.82904 0.038 -0.399 -0.426
C 0.20077 -2.55119 2.26227 0.271 -0.112 0.361
C -2.34394 1.24564 0.72402 -0.070 0.393 0.111
C 1.22976 3.41856 -0.72794 0.014 -0.578 0.189
C 2.76613 0.93868 -1.90314 -0.362 0.048 0.454
C 1.18419 0.66690 0.93640 1.603 1.468 -1.590
N -0.53086 -1.87574 1.22065 -0.151 0.526 -0.057
N -1.78213 -0.05827 0.48665 0.346 -0.328 0.362
Si 1.75751 1.62377 -0.45776 -0.470 -0.392 0.775
H 0.07288 -0.98970 -1.27506 -0.017 -0.046 -0.061
H -1.04580 -2.09081 -2.10309 0.009 0.015 -0.012
H -1.51636 -3.26366 0.00965 0.099 0.004 0.025
H 0.23847 -3.17212 -0.20712 -0.037 0.021 0.091
H -2.04620 0.18019 -1.55889 -0.012 0.011 0.097
H -2.94940 -1.16379 -0.84558 0.037 0.089 -0.029
H -0.23209 -3.53858 2.42411 -0.015 0.021 0.033
H 1.24848 -2.67663 1.98306 0.007 0.027 -0.025
H 0.14986 -1.98899 3.19094 -0.017 0.018 0.021
H -3.42594 1.20834 0.59345 0.013 0.010 0.015
H -1.93198 1.97151 0.01963 0.038 -0.014 0.001
H -2.12153 1.57637 1.73448 -0.007 -0.002 0.054
H 1.09997 3.66559 -1.77925 0.050 -0.108 -0.100
H 0.29865 3.63511 -0.21303 -0.118 0.006 0.129
H 1.97945 4.09307 -0.32220 0.176 0.067 0.041
H 2.39950 -0.03521 -2.21679 -0.051 -0.162 -0.009
H 2.75526 1.59542 -2.77069 -0.105 0.120 0.058
H 3.80293 0.80543 -1.60474 0.135 -0.011 0.099
H 0.94141 1.22534 1.83015 -0.296 0.197 0.070
H -0.86366 -0.17725 2.32489 0.130 0.098 -0.028
H 1.71771 -0.24638 1.16303 -0.006 -0.260 -0.116
```
Positions in Å, forces in eV/Å.

=====

[3]
Computed, not measured: the molecule C3H8S, with the ωB97M-V functional and the def2-TZVPD basis.

Results
Spin multiplicity: 1
Calculated total energy: -14073.0689 eV
Gap between HOMO and LUMO: 9.73 eV
Energy relative to the best compared isomer or geometry (same formula, charge and spin): 275.2 kJ/mol
HOMO: -9.02 eV

Geometry as XYZ:
```
12
Properties=species:S:1:pos:R:3:forces:R:3
C 0.89999 -0.76727 -0.58381 3.113 -2.567 -0.513
C -0.37294 0.04358 -0.58760 -0.416 -3.458 -1.180
C -1.04549 0.36941 0.73207 -3.450 2.760 0.370
H 1.37005 -0.86671 -1.69534 -1.012 0.694 2.618
H 0.75605 -2.00978 -0.34914 0.181 3.713 -0.111
H 1.70174 -0.31371 0.12191 -0.853 -1.215 -1.258
H -0.26822 1.04446 -0.99881 0.238 -0.391 -0.852
H -0.84399 -0.80782 -1.28708 -0.837 2.760 1.280
H -1.97581 1.07633 0.32860 2.054 -1.777 1.323
H -1.56509 -0.31005 1.49475 1.392 0.328 -1.470
H 1.34473 0.87197 1.18100 -2.976 2.180 1.454
S -0.00103 1.66960 1.64344 2.566 -3.027 -1.661
```
Positions in Å, forces in eV/Å.

=====

[4]
Computed, not measured: a structure of composition C34H30Cl2N9O6STi, with the ωB97M-V functional and the def2-TZVPD basis.

Results
Spin multiplicity: 2
Calculated total energy: -120438.6229 eV
Gap between HOMO and LUMO (spin up / spin down): 6.65 / 6.56 eV
Energy relative to the best compared isomer or geometry (same formula, charge and spin): 83.8 kJ/mol
HOMO (spin up / spin down): -7.40 / -7.40 eV

Geometry as XYZ:
```
83
Properties=species:S:1:pos:R:3:forces:R:3
Ti -1.01730 0.84241 1.71692 -0.016 0.076 0.022
O -6.07048 -1.22730 3.04324 0.003 0.011 -0.008
C -5.24872 -2.27746 2.89682 0.002 0.000 0.001
C -5.79514 -3.54870 3.08071 -0.010 -0.023 0.001
C -5.01425 -4.67481 2.92744 0.011 0.034 -0.002
C -3.66684 -4.56774 2.58311 0.006 -0.019 0.002
C -3.11765 -3.31653 2.41311 0.006 0.011 -0.020
C -3.88376 -2.15745 2.57618 0.005 -0.057 0.031
C -3.23602 -0.85759 2.39760 -0.070 0.145 -0.044
O -1.95932 -0.79506 2.24612 -0.345 -0.398 0.110
N -3.98233 0.23483 2.40193 -0.040 -0.003 -0.003
N -3.16878 1.29920 2.19315 0.234 0.018 -0.051
C -3.63376 2.48325 2.19271 -0.009 -0.061 0.038
C -2.64631 3.53593 1.99233 0.111 0.063 -0.013
C -2.98946 4.87992 1.95207 0.018 -0.015 -0.004
C -1.99198 5.82013 1.76099 0.039 -0.028 0.000
C -0.68555 5.38436 1.61405 -0.025 0.024 -0.002
C -0.42785 4.02419 1.66479 0.019 -0.035 0.005
N -1.37587 3.11036 1.85581 -0.018 0.103 -0.050
H -5.56086 -0.41255 2.82900 0.005 0.002 0.022
H -6.84424 -3.61791 3.33500 0.001 -0.001 0.001
H -5.45928 -5.65190 3.06724 -0.004 -0.001 0.001
H -3.06399 -5.45425 2.44299 0.002 0.003 -0.007
H -2.08547 -3.19811 2.11127 -0.010 -0.029 0.001
H -4.68549 2.70548 2.34546 -0.001 -0.040 -0.001
H -4.02389 5.17383 2.06544 -0.008 -0.020 0.004
H -2.23084 6.87460 1.72484 -0.001 0.000 -0.003
H 0.12832 6.07776 1.45789 -0.005 0.003 0.001
H 0.57518 3.63942 1.53719 -0.006 0.005 -0.001
N 0.67288 -1.50226 2.30796 0.108 0.073 0.018
N 1.57236 -2.09534 1.40174 0.075 0.104 0.028
C 1.10481 -2.37057 0.14801 -0.154 -0.058 0.042
N 2.01726 -2.97650 -0.65531 0.144 -0.037 0.025
S -0.44756 -2.05604 -0.31241 -0.063 -0.056 -0.147
H 1.17372 -1.32349 3.16826 0.016 -0.015 0.040
H -0.12631 -2.10349 2.49646 0.006 -0.024 -0.071
H 2.22372 -2.76701 1.78400 -0.004 -0.020 -0.031
H 2.98034 -2.69568 -0.53032 -0.031 0.004 -0.027
H 1.73780 -3.02517 -1.62478 -0.017 0.022 -0.003
O -0.18789 0.95233 3.66258 0.149 0.142 -0.086
N 1.06185 1.15760 3.76680 -0.143 -0.006 0.068
N 1.63184 1.35674 2.64706 -0.080 0.034 -0.010
O 0.94851 1.37109 1.51706 -0.068 0.125 -0.018
C 3.02363 1.67937 2.60766 0.135 -0.006 -0.005
C 3.50511 2.40271 1.52888 -0.059 -0.004 -0.023
C 4.85344 2.72049 1.47860 0.057 -0.001 0.017
C 5.70573 2.32311 2.49808 -0.038 -0.012 -0.010
C 5.20476 1.60116 3.57395 0.039 0.021 -0.016
C 3.86221 1.26934 3.63415 -0.023 -0.021 0.062
H 2.83075 2.69911 0.73843 0.012 0.009 0.018
H 5.23694 3.27688 0.63379 -0.007 0.004 0.001
H 6.75808 2.56878 2.45357 0.002 0.005 -0.002
H 5.86680 1.28651 4.36957 -0.010 -0.007 0.004
H 3.46421 0.70706 4.46680 -0.001 0.001 -0.016
Cl 0.15496 -3.50090 -3.91102 -0.013 -0.006 0.026
C 0.07344 -2.53197 -5.34274 -0.007 0.099 0.012
C -0.07155 -3.16891 -6.56415 0.004 -0.046 0.012
C -0.19584 -2.41533 -7.71862 0.006 0.043 0.021
C -0.17410 -1.03237 -7.65101 -0.007 -0.003 -0.027
C -0.01037 -0.41466 -6.42313 0.023 0.028 0.060
Cl 0.02986 1.31721 -6.36300 0.004 0.002 -0.008
C 0.12394 -1.13689 -5.23314 0.064 -0.074 -0.013
N 0.27067 -0.47016 -4.00751 -0.123 0.012 -0.047
C 1.42972 -0.46255 -3.26313 -0.019 -0.015 -0.042
C 2.56780 -1.17384 -3.65678 0.046 -0.036 0.045
C 3.72609 -1.14776 -2.89188 -0.044 -0.007 -0.056
C 3.76611 -0.43124 -1.70720 -0.027 0.050 0.045
C 2.64395 0.30392 -1.33372 0.007 -0.018 -0.052
C 1.49091 0.33743 -2.10239 -0.001 0.053 -0.034
C 0.42490 1.36988 -1.79502 -0.051 -0.073 0.046
C -0.98084 0.88941 -1.40395 0.190 0.165 0.061
O -1.71325 0.37391 -2.23159 -0.044 -0.044 -0.053
O -1.34617 1.16708 -0.19019 -0.011 -0.155 0.086
H -0.10083 -4.24899 -6.59436 -0.004 0.003 -0.007
H -0.31642 -2.90705 -8.67423 -0.003 -0.005 -0.003
H -0.27652 -0.42509 -8.53906 0.002 -0.009 -0.006
H -0.58084 -0.11554 -3.55993 0.052 -0.013 0.044
H 2.54801 -1.74351 -4.57719 -0.004 0.007 0.003
H 4.59530 -1.69643 -3.23419 0.005 -0.003 0.015
H 4.66047 -0.40859 -1.09673 0.009 0.000 -0.001
H 2.66441 0.89241 -0.42594 0.007 -0.025 -0.026
H 0.28713 1.98115 -2.69352 -0.007 0.003 -0.012
H 0.79596 2.01432 -1.00065 0.005 0.020 0.023
```
Positions in Å, forces in eV/Å.